Entry 1:
The following is a quantum chemistry calculation of C51H82F16N15O35S16 as an isolated structure, from OMol25.

XYZ file:
```
215
Properties=species:S:1:pos:R:3:lowdin_charge:R:1
C 6.1527 2.2638 -3.0012 -0.02
C 5.7119 3.6711 -2.6458 -0.42
C 5.6812 4.4901 -3.9567 -0.11
C 5.0054 5.9335 -3.7972 -0.11
C 3.4870 5.5998 -3.5474 -0.12
C 3.2760 4.6824 -2.3413 -0.46
N 4.2700 3.6205 -2.1946 0.08
O 3.8538 2.4959 -1.6477 0.15
C 1.8506 4.0792 -2.3772 0.00
C 3.2937 5.5471 -1.0937 -0.02
C 6.4535 4.3000 -1.3928 0.04
H 5.3958 1.6123 -3.5016 0.09
H 6.6119 1.7620 -2.1398 0.07
H 7.0950 2.4441 -3.6734 0.14
H 5.0690 3.8837 -4.6808 0.11
H 6.6931 4.6416 -4.2838 0.11
H 5.1104 6.5113 -4.7243 0.11
H 5.4282 6.5441 -2.9390 0.12
H 3.0643 5.2473 -4.5031 0.11
H 2.9854 6.5273 -3.2912 0.12
H 1.5999 3.5612 -1.4591 0.05
H 1.8254 3.3367 -3.1811 0.06
H 1.2042 4.9852 -2.5484 0.14
H 3.4665 4.8927 -0.2104 0.10
H 2.3546 6.1276 -0.9919 0.09
H 4.0443 6.3349 -1.0911 0.09
H 5.7824 4.7463 -0.6697 0.06
H 7.1984 4.9994 -1.8568 0.11
H 7.0161 3.5426 -0.8358 0.07
C -3.8776 -2.3149 -3.0825 -0.01
C -4.6632 -3.3950 -2.3675 -0.43
C -4.7675 -4.6790 -3.2652 -0.09
C -5.3371 -5.8830 -2.5511 -0.15
C -4.3114 -6.3389 -1.5025 -0.10
C -4.0588 -5.2179 -0.4787 -0.42
N -3.8935 -3.9049 -1.1744 0.07
O -2.8809 -3.2086 -0.8570 0.14
C -2.8538 -5.6036 0.4256 -0.02
C -5.2247 -4.9864 0.5343 0.02
C -6.0047 -2.8407 -1.8307 0.03
H -4.4980 -2.3418 -4.0325 0.07
H -2.8521 -2.6568 -3.2998 0.08
H -3.8508 -1.3153 -2.5515 0.10
H -3.7295 -4.8491 -3.5835 0.14
H -5.3353 -4.3277 -4.0882 0.10
H -5.4139 -6.6496 -3.3280 0.13
H -6.3068 -5.7258 -2.1492 0.10
H -3.3808 -6.4899 -2.0427 0.13
H -4.5186 -7.2807 -0.9215 0.15
H -3.1057 -6.5935 0.8241 0.09
H -2.6227 -4.9283 1.2718 0.08
H -1.8350 -5.6045 -0.0261 0.11
H -4.8782 -4.3208 1.3602 0.08
H -5.6190 -5.9348 0.8816 0.10
H -6.0842 -4.4274 0.0645 0.08
H -5.7703 -1.9901 -1.1147 0.13
H -6.5928 -3.6563 -1.4179 0.06
H -6.5326 -2.3984 -2.6733 0.07
C -4.1678 3.5238 6.8652 -0.01
C -4.0098 4.0127 5.4892 -0.47
C -3.0264 5.1883 5.2554 -0.06
C -1.5021 4.8630 5.2756 -0.16
C -1.2076 3.7703 4.3619 -0.13
C -1.9050 2.4704 4.8410 -0.40
N -3.3887 2.8656 4.7616 0.04
O -4.1158 2.2373 4.0246 0.20
C -1.4260 2.0062 6.2221 0.01
C -1.7591 1.4129 3.7841 -0.02
C -5.3458 4.2636 4.8430 0.00
H -4.7849 2.6447 6.8574 0.07
H -4.7185 4.2674 7.4696 0.12
H -3.2595 3.2630 7.4326 0.09
H -3.2077 5.7826 6.1368 0.12
H -3.3139 5.8629 4.4687 0.12
H -1.3208 4.6220 6.3361 0.11
H -0.9983 5.7617 5.0511 0.10
H -0.1621 3.4288 4.4345 0.16
H -1.5338 4.0952 3.4107 0.08
H -0.4680 1.4224 6.1741 0.12
H -2.1740 1.3530 6.7252 0.10
H -1.2683 2.9154 6.8390 0.07
H -2.2332 0.4244 4.0185 0.11
H -0.6854 1.4322 3.6599 0.10
H -2.1998 1.6529 2.8346 0.08
H -6.0330 3.4113 4.8347 0.11
H -5.1826 4.6423 3.8273 0.10
H -5.8546 5.0413 5.3878 0.10
C 2.1578 -1.9819 -7.1090 0.08
N 2.7895 -1.7399 -5.7435 -0.07
C 2.1937 -0.9877 -4.8354 -0.04
C 2.8230 -0.7128 -3.6477 0.01
C 3.9038 -1.4400 -3.2945 -0.13
C 4.3329 -2.4089 -4.1800 0.04
C 3.8494 -2.4640 -5.4449 -0.03
C 4.6425 -1.2584 -1.9986 -0.10
C 4.0354 -0.7723 -0.8046 0.06
C 4.7445 -0.6815 0.4153 -0.03
N 6.0931 -0.8861 0.3635 -0.08
C 6.7502 -1.1970 -0.7455 -0.04
C 6.0222 -1.3672 -1.9344 0.00
C 6.8977 -0.7335 1.6520 0.04
H 2.2543 -3.0431 -7.3073 0.10
H 2.8388 -1.3919 -7.7232 0.11
H 1.0986 -1.7374 -6.9987 0.11
H 1.3234 -0.4480 -5.0354 0.13
H 2.3166 0.0425 -3.0561 0.13
H 5.0671 -3.1351 -3.8481 0.15
H 4.1454 -3.2487 -6.1196 0.15
H 2.9686 -0.5106 -0.7473 0.12
H 4.2876 -0.4704 1.3925 0.10
H 7.7991 -1.6558 -0.7461 0.18
H 6.7254 -1.6406 -2.7327 0.13
H 7.5488 -1.6467 1.8206 0.13
H 6.1892 -0.5855 2.4509 0.06
H 7.4603 0.2197 1.4786 0.10
C -1.5617 2.4703 -2.2805 0.06
N -1.3260 1.5011 -1.1929 -0.05
C -0.1996 1.5386 -0.4921 0.00
C 0.0160 0.6766 0.5910 0.04
C -0.9137 -0.3254 0.9294 -0.09
C -2.1088 -0.2903 0.0791 0.07
C -2.3070 0.6458 -0.9037 0.01
C -0.6623 -1.2580 2.0442 -0.15
C 0.6617 -1.3783 2.5590 0.05
C 0.8765 -2.1849 3.6452 -0.01
N -0.0926 -3.0075 4.1044 -0.03
C -1.3141 -3.0530 3.5334 0.05
C -1.6283 -2.1406 2.4753 0.06
C 0.2354 -3.9121 5.2653 0.05
H -0.6966 2.5540 -2.9299 0.09
H -1.6179 3.5141 -1.9415 0.10
H -2.4073 2.2151 -2.8791 0.10
H 0.4866 2.3131 -0.7981 0.11
H 0.9371 0.7722 1.1740 0.12
H -2.9438 -0.9539 0.2528 0.08
H -3.1756 0.6755 -1.5109 0.13
H 1.5305 -0.7880 2.2350 0.12
H 1.8740 -2.1640 4.0608 0.13
H -2.0236 -3.8085 3.8873 0.12
H -2.6255 -2.1706 2.0592 0.09
H 0.7132 -3.3341 6.0916 0.12
H 0.8779 -4.7082 4.9168 0.10
H -0.7294 -4.3206 5.6212 0.07
N -1.6011 5.7399 0.2622 -0.31
S -0.4468 5.7327 1.1814 0.54
O -0.7158 5.9295 2.5418 -0.25
O 0.7712 6.2525 0.5681 -0.29
F -0.1337 4.0309 1.0428 -0.28
S -2.9656 5.1022 0.6403 0.50
O -3.9394 5.8876 1.3595 -0.28
O -2.9243 3.7673 1.1340 -0.28
F -3.5423 5.0987 -0.8480 -0.17
N 2.6780 3.7265 -6.7564 -0.29
S 2.7291 2.3641 -5.8893 0.52
O 3.5662 2.6306 -4.7520 -0.33
O 3.0306 1.1545 -6.6185 -0.28
F 1.3919 2.0353 -5.1979 -0.15
S 1.4323 4.3483 -7.5062 0.47
O 1.8703 4.9004 -8.7284 -0.27
O 0.5625 5.0594 -6.6843 -0.26
F 0.5658 3.0639 -8.0139 -0.21
N 5.1065 -3.4345 1.2674 -0.30
S 5.7861 -4.6075 0.5375 0.49
O 6.1960 -5.7762 1.2304 -0.24
O 6.7080 -4.0109 -0.4110 -0.31
F 4.5767 -5.0039 -0.3606 -0.15
S 4.2886 -3.3192 2.5752 0.55
O 3.0997 -4.0607 2.7669 -0.25
O 4.2222 -1.9030 2.8892 -0.33
F 5.3124 -3.8521 3.7761 -0.21
N -2.0799 -6.0883 4.4596 -0.33
S -2.7471 -6.5006 5.8970 0.56
O -1.9073 -7.2686 6.7803 -0.29
O -4.1351 -6.7300 5.8766 -0.25
F -2.4938 -5.0108 6.5187 -0.23
S -0.9755 -6.7873 3.5559 0.53
O -0.0317 -7.5828 4.2588 -0.26
O -0.4771 -5.8011 2.6001 -0.32
F -1.8415 -7.7234 2.5098 -0.23
N -4.9189 -0.6501 4.0756 -0.30
S -5.1929 -1.5328 2.8881 0.40
O -4.7133 -2.8653 3.0719 -0.29
O -4.9400 -0.7266 1.7019 -0.30
F -6.7000 -1.7147 2.8002 -0.12
S -4.6640 -0.9750 5.6456 0.48
O -4.8183 0.3369 6.3149 -0.33
O -3.5606 -1.7240 6.0065 -0.24
F -5.8506 -1.7753 6.1129 -0.10
N 4.8094 1.7660 2.6289 -0.30
S 5.7567 2.5038 1.7547 0.47
O 5.9564 1.8302 0.4495 -0.33
O 6.8568 3.1144 2.4115 -0.26
F 4.9192 3.8117 1.2442 -0.22
S 4.8706 2.0529 4.2293 0.53
O 4.6674 3.3847 4.4707 -0.21
O 5.8558 1.2337 4.8318 -0.26
F 3.5902 1.1536 4.7355 -0.22
N -0.1430 -3.8076 -2.5972 -0.28
S 0.0926 -3.9921 -4.1307 0.46
O -0.7630 -5.0201 -4.6174 -0.27
O 1.4528 -3.9410 -4.5629 -0.27
F -0.5663 -2.7457 -4.8327 -0.18
S 0.7408 -2.7865 -1.7719 0.46
O 0.5204 -1.4180 -2.0163 -0.27
O 2.0609 -3.1771 -1.6421 -0.22
F 0.0741 -3.0787 -0.3130 -0.17
N -5.4903 -0.0255 -4.9893 -0.31
S -6.2761 1.4252 -4.5182 0.54
O -7.6299 1.4918 -4.8467 -0.27
O -5.4187 2.5715 -4.6862 -0.31
F -6.2071 1.2222 -2.8905 -0.25
S -6.5746 -1.1996 -5.4361 0.54
O -5.8902 -2.4804 -5.4634 -0.32
O -7.3645 -0.7558 -6.5510 -0.28
F -7.5404 -1.2232 -4.1563 -0.21
```

Calculated values
charge = -1
molar mass = 2282.327 g mol⁻¹
Kohn-Sham gap = 5.48 eV

---

Entry 2:
The following is a quantum chemistry calculation of C51H82F3N7O3P2SSeSi3Y as an isolated structure, from OMol25.

XYZ file:
```
154
Properties=species:S:1:pos:R:3:lowdin_charge:R:1
Y -0.9420 0.2012 0.2962 1.43
C 1.5888 1.6259 2.0013 -0.22
Si 0.9800 0.3671 3.2594 0.38
C 1.0177 1.3728 4.8454 -0.17
C 2.3426 -0.9060 3.5344 -0.16
C -0.6667 -0.3947 2.7222 -0.54
Si -2.0267 0.1017 3.9824 0.41
C -2.5762 1.8899 3.9847 -0.17
C -1.5271 -0.2708 5.7748 -0.18
C -3.6746 -0.8099 3.7581 -0.16
Si -0.6988 -2.2331 2.7393 0.40
C -0.8807 -3.1541 4.3611 -0.16
C 0.6981 -3.1215 1.8250 -0.17
C -2.1694 -2.7317 1.6601 -0.33
C -2.8976 -3.9094 1.8403 -0.05
C -3.8561 -4.2873 0.9213 -0.03
C -4.0428 -3.4863 -0.1942 -0.04
C -3.2810 -2.3453 -0.3155 -0.20
N -2.3809 -1.9422 0.5884 -0.04
H 2.5702 1.9992 2.3032 0.04
H 0.9265 2.4868 2.0219 0.00
H 1.7091 1.2808 0.9734 -0.07
H 1.9833 1.8845 4.8284 0.04
H 0.9853 0.7644 5.7451 0.03
H 0.2550 2.1406 4.9208 0.03
H 3.2125 -0.3960 3.9512 0.04
H 2.6599 -1.4240 2.6350 0.00
H 2.0369 -1.6540 4.2666 0.03
H -1.8273 2.5782 4.3620 0.02
H -3.4374 1.9277 4.6579 0.05
H -2.9001 2.2826 3.0258 -0.01
H -0.6083 -0.8399 5.8794 0.01
H -2.3158 -0.8392 6.2677 0.03
H -1.3985 0.6555 6.3315 0.04
H -4.3742 -0.1922 3.2001 0.01
H -4.1019 -0.9421 4.7518 0.04
H -3.6589 -1.7899 3.2879 0.01
H -0.0676 -2.9125 5.0427 0.03
H -0.8353 -4.2291 4.1769 0.04
H -1.8144 -2.9345 4.8758 0.03
H 1.5648 -3.2819 2.4607 0.03
H 1.0303 -2.5770 0.9401 -0.02
H 0.3450 -4.1067 1.5129 0.05
H -2.7083 -4.5174 2.7133 0.11
H -4.4350 -5.1907 1.0609 0.12
H -4.7585 -3.7418 -0.9632 0.12
H -3.3670 -1.7387 -1.2004 0.05
C -4.2965 0.0075 -2.4441 -0.26
P -3.7674 0.9615 -0.9572 1.02
C -3.5000 2.6251 -1.7401 -0.40
N -4.4052 3.5306 -1.5211 0.13
C -4.2275 4.7654 -2.0561 -0.20
C -5.1639 5.7867 -1.7799 0.00
C -4.9846 7.0257 -2.3202 -0.06
C -3.8753 7.2950 -3.1597 -0.06
C -2.9634 6.3211 -3.4409 -0.01
C -3.1271 5.0328 -2.8836 -0.21
N -2.2136 4.0619 -3.1501 0.14
C -2.3601 2.9049 -2.5744 -0.41
P -1.1360 1.5818 -2.9598 1.03
C -1.8544 1.1260 -4.6022 -0.24
C 0.4961 2.3041 -3.5114 -0.70
C 1.3084 1.1052 -4.0241 -0.13
C 1.2288 2.8973 -2.3169 -0.10
C 0.4256 3.3421 -4.6317 -0.08
C -5.3665 1.0762 -0.0120 -0.70
C -6.5787 1.4186 -0.8849 -0.08
C -5.2196 2.0767 1.1291 -0.09
C -5.6117 -0.3155 0.5883 -0.11
H -4.7736 0.6692 -3.1674 0.06
H -5.0201 -0.7509 -2.1500 0.04
H -3.4515 -0.4933 -2.9138 0.01
H -5.9977 5.5590 -1.1311 0.12
H -5.6906 7.8155 -2.1062 0.11
H -3.7549 8.2855 -3.5755 0.11
H -2.1049 6.5026 -4.0732 0.12
H -2.0774 2.0391 -5.1553 0.05
H -2.7755 0.5608 -4.4896 0.02
H -1.1609 0.5334 -5.1959 0.03
H 1.3878 0.2974 -3.2971 -0.01
H 2.3252 1.4448 -4.2293 0.10
H 0.9159 0.7024 -4.9579 0.07
H 1.3361 2.1995 -1.4826 0.03
H 0.7314 3.7889 -1.9604 0.05
H 2.2373 3.1770 -2.6309 0.10
H -0.0442 2.9464 -5.5312 0.07
H 1.4465 3.6243 -4.8972 0.09
H -0.1154 4.2310 -4.3253 0.06
H -6.4782 2.3758 -1.3853 0.07
H -7.4545 1.4635 -0.2347 0.09
H -6.7730 0.6431 -1.6251 0.07
H -5.1026 3.0961 0.7750 0.06
H -4.3671 1.8403 1.7629 0.05
H -6.1138 2.0175 1.7539 0.10
H -5.8318 -1.0640 -0.1739 0.07
H -6.4874 -0.2531 1.2375 0.10
H -4.7805 -0.6724 1.1944 0.04
N -0.6213 -2.9229 -3.5694 0.09
C -0.6277 -3.8671 -2.5749 -0.07
C -0.6620 -3.1668 -1.4138 -0.17
N -0.6739 -1.8071 -1.6682 -0.01
C -0.6489 -1.7149 -2.9783 -0.22
H -0.5867 -3.0901 -4.5611 0.16
H -0.6158 -4.9208 -2.7778 0.12
H -0.6774 -3.5604 -0.4177 0.09
H -0.6181 -0.8078 -3.5496 0.05
F 0.9035 4.8532 0.2684 0.15
C -0.4094 5.0761 0.2055 -0.66
F -0.7515 5.2731 -1.0731 0.13
F -0.6826 6.1852 0.8787 0.16
S -1.3443 3.6807 0.9533 0.53
O -0.7870 3.5722 2.2656 -0.27
O -2.7252 4.0279 0.8162 -0.25
O -0.9826 2.5010 0.0683 -0.51
C 5.7029 -3.6843 -2.4552 -0.09
C 4.4969 -4.6137 -2.4896 -0.24
C 3.1682 -3.8962 -2.2405 -0.18
C 2.7373 -3.7992 -0.7844 -0.16
N 3.5778 -2.9261 0.0237 -0.01
C 3.5177 -1.5810 0.0358 -0.62
Se 2.2681 -0.5461 -0.8907 0.76
N 4.5218 -1.1183 0.8089 0.00
C 4.8099 0.2892 1.0863 -0.13
C 5.4602 1.0613 -0.0560 -0.18
C 6.9538 0.8288 -0.2670 -0.24
C 7.3047 -0.4978 -0.9260 -0.10
C 5.2242 -2.1939 1.3312 -0.17
C 6.3078 -2.2567 2.1998 0.00
C 6.7689 -3.5157 2.5288 -0.06
C 6.1711 -4.6750 2.0155 -0.06
C 5.0913 -4.6132 1.1578 0.00
C 4.6288 -3.3453 0.8243 -0.16
H 6.6296 -4.2283 -2.6323 0.08
H 5.8039 -3.1740 -1.4985 0.05
H 5.6161 -2.9176 -3.2264 0.08
H 4.6246 -5.4220 -1.7628 0.10
H 4.4579 -5.1024 -3.4653 0.11
H 2.3535 -4.4070 -2.7623 0.10
H 3.2056 -2.8852 -2.6574 0.09
H 2.7560 -4.7774 -0.2996 0.13
H 1.7217 -3.4141 -0.7171 0.05
H 5.4489 0.2959 1.9705 0.13
H 3.8652 0.7458 1.3661 0.07
H 5.2872 2.1177 0.1661 0.12
H 4.9118 0.8597 -0.9794 0.08
H 7.4796 0.9281 0.6882 0.11
H 7.3314 1.6379 -0.8961 0.11
H 7.0844 -1.3541 -0.2904 0.05
H 8.3659 -0.5456 -1.1677 0.08
H 6.7489 -0.6256 -1.8564 0.07
H 6.7799 -1.3688 2.5923 0.12
H 7.6122 -3.6097 3.1969 0.11
H 6.5662 -5.6397 2.2980 0.11
H 4.6396 -5.5108 0.7631 0.11
```

Calculated values
charge = +1
molar mass = 1244.396 g mol⁻¹
Kohn-Sham gap = 8.07 eV